DFT (wB97M-V/def2-TZVPD) results for C6H9NO2 in the gas phase at a distorted geometry.

Last column: Mulliken charge in e.
CARTESIAN COORDINATES (ANGSTROEM)
O: 2.05 -1.38 -0.71  -0.520
O: -0.41 -0.77 -1.58  -0.510
N: -0.68 -0.29 -0.29  0.236
C: 2.67 0.70 0.19  -0.986
C: 0.28 -0.09 1.95  -1.302
C: -1.95 0.20 -0.08  0.201
C: 1.75 -0.27 0.05  0.378
C: 0.40 -0.21 0.61  0.760
C: -2.93 0.38 -0.98  -0.915
H: 1.16 -0.04 2.59  0.335
H: -0.12 0.04 -2.04  0.356
H: -3.88 0.81 -0.68  0.250
H: -2.80 0.11 -2.02  0.277
H: 1.19 -1.82 -0.87  0.424
H: 3.64 0.60 -0.27  0.304
H: -0.67 -0.07 2.45  0.293
H: -2.14 0.52 0.94  0.103
H: 2.46 1.60 0.75  0.318

The calculation puts the max |F| at 1.60 eV/Å. The LUMO energy is 0.0258 Ha. As for the electronic energy: -439.12838 hartree. As for the energy relative to the best compared isomer or geometry (same formula, charge and spin): 388.51 kJ/mol. For the highest occupied orbital energy, the calculation gives -8.22 eV. Its total charge is 0. For the orbital gap, the calculation gives 8.9 eV. As for the SMILES: C=CN(O)C(=C)C(=C)O.